This record from the Open Molecules 2025 dataset describes a cluster of 14 separate species, C85H196N12O14 in total. The level of theory is wB97M-V/def2-TZVPD.

- E_HOMO (eV) = -7.683
- calculated total energy (eV) = -137850.78123

Last column: Mulliken charge in e.
Positions of all 307 atoms, in Å:
C  -1.006  -5.166  -4.515  -0.5265
O  -1.930  -4.205  -4.010  -0.1684
H  -0.043  -4.669  -4.637  0.1396
H  -0.832  -5.951  -3.779  0.1231
H  -1.294  -5.513  -5.507  0.3695
H  -1.605  -3.996  -3.131  0.2000
C  -1.391  -6.268  0.151  -0.8423
O  -1.096  -5.936  -1.197  -0.2764
H  -2.424  -6.399  0.475  0.3523
H  -0.734  -7.080  0.465  0.3444
H  -1.144  -5.451  0.829  0.2310
H  -1.569  -6.555  -1.756  0.2170
C  -1.763  5.218  -1.165  -0.6536
C  -3.074  4.570  -1.670  0.5776
C  -3.216  4.408  -3.166  -1.0429
O  -4.378  3.675  -3.695  -0.3638
C  -4.188  3.711  -5.119  -0.7998
N  -3.263  3.286  -0.968  0.0679
H  -0.945  4.561  -1.463  -0.2725
H  -1.813  5.291  -0.078  0.1109
H  -1.618  6.202  -1.610  0.5711
H  -3.799  5.272  -1.258  0.2171
H  -2.356  3.801  -3.449  0.1935
H  -3.039  5.343  -3.698  0.5591
H  -5.105  3.273  -5.513  0.2937
H  -3.395  3.028  -5.421  0.3113
H  -4.052  4.662  -5.633  0.3085
H  -4.041  3.237  -0.325  -0.1010
H  -3.552  2.724  -1.756  0.1941
C  4.202  -4.195  -6.514  -1.4547
C  2.853  -3.797  -5.792  0.7514
C  1.669  -3.530  -6.814  -0.7304
O  2.130  -2.423  -7.554  -0.2714
C  1.198  -1.989  -8.603  -0.5285
N  2.354  -4.813  -4.896  -0.2142
H  4.711  -3.344  -6.967  0.3504
H  4.080  -5.015  -7.223  0.3974
H  4.864  -4.643  -5.773  0.3304
H  2.925  -2.790  -5.382  -0.1224
H  0.802  -3.282  -6.202  0.2457
H  1.477  -4.521  -7.227  0.2807
H  0.203  -1.950  -8.160  0.0218
H  1.217  -2.712  -9.418  0.3187
H  1.402  -1.005  -9.025  0.2801
H  3.012  -4.954  -4.144  -0.2181
H  2.549  -5.647  -5.430  0.3943
C  5.073  -7.659  -3.212  -1.7334
C  5.383  -6.176  -2.980  2.6291
C  5.536  -5.849  -1.435  -0.4833
O  4.614  -6.546  -0.613  -0.4626
C  3.209  -6.173  -0.594  -0.5815
N  6.604  -5.904  -3.766  -0.6309
H  5.518  -8.344  -2.491  0.3867
H  5.318  -8.009  -4.215  0.4830
H  3.992  -7.764  -3.119  0.3272
H  4.539  -5.674  -3.451  -1.5428
H  5.529  -4.773  -1.261  0.2328
H  6.554  -6.103  -1.141  0.3455
H  2.687  -6.275  -1.545  0.2176
H  3.134  -5.158  -0.203  0.2522
H  2.587  -6.680  0.144  0.2980
H  7.084  -5.019  -3.686  0.0964
H  7.323  -6.557  -3.489  0.3207
C  -3.825  -2.518  -9.099  -1.7520
C  -3.300  -2.253  -7.706  0.6849
C  -4.388  -1.784  -6.706  -0.8882
O  -5.516  -2.659  -6.760  -0.3755
C  -6.363  -2.697  -5.642  -0.8107
N  -2.832  -3.496  -7.106  -0.6250
H  -4.214  -1.625  -9.589  0.3658
H  -4.450  -3.402  -9.228  0.2983
H  -2.955  -2.857  -9.661  0.4677
H  -2.506  -1.507  -7.724  0.3692
H  -4.766  -0.797  -6.970  0.5375
H  -3.882  -1.543  -5.771  0.4048
H  -6.242  -3.486  -4.900  0.2661
H  -7.345  -2.964  -6.031  0.3650
H  -6.451  -1.686  -5.243  0.3184
H  -2.640  -3.445  -6.116  0.0545
H  -3.672  -4.050  -7.018  0.3401
C  1.896  -4.104  7.080  -1.1119
C  3.383  -4.178  6.723  0.7588
C  3.613  -3.983  5.225  -0.7198
O  5.064  -4.106  5.091  -0.3906
C  5.356  -5.476  4.579  -0.5755
N  4.137  -3.231  7.550  -0.7102
H  1.410  -5.067  6.921  0.4121
H  1.282  -3.433  6.481  -0.0857
H  1.670  -3.845  8.115  0.4134
H  3.774  -5.135  7.067  0.1067
H  3.279  -2.981  4.957  0.3481
H  3.074  -4.538  4.457  0.3521
H  6.381  -5.492  4.210  0.2531
H  4.657  -5.638  3.759  0.2456
H  5.321  -6.210  5.385  0.2369
H  4.304  -3.550  8.493  0.2244
H  5.021  -2.956  7.145  0.2343
C  -0.056  -2.034  -2.048  -2.5151
C  1.065  -1.012  -1.658  3.0989
C  0.724  0.284  -2.538  -1.6706
C  -0.153  1.300  -1.879  0.2378
C  0.177  1.627  -0.416  -1.6855
C  0.236  0.374  0.436  2.8188
N  1.087  -0.669  -0.178  0.3611
O  1.006  -1.825  0.561  -0.4549
C  0.910  0.778  1.788  -2.6178
C  -1.276  -0.076  0.682  -0.7243
C  2.364  -1.500  -2.165  -2.1942
H  -0.169  -2.281  -3.104  0.3697
H  -1.026  -1.634  -1.753  0.1760
H  0.173  -2.948  -1.500  0.7513
H  1.635  0.772  -2.883  0.2933
H  0.210  -0.055  -3.438  0.4337
H  -1.132  0.822  -1.910  0.1495
H  -0.283  2.206  -2.471  -0.1365
H  -0.623  2.278  -0.061  0.3610
H  1.027  2.283  -0.228  0.1776
H  0.910  -0.034  2.515  0.8087
H  1.973  1.015  1.733  0.5158
H  0.402  1.597  2.298  -0.2219
H  -1.903  0.023  -0.203  -0.7181
H  -1.364  -1.133  0.932  0.3364
H  -1.887  0.507  1.373  0.4329
H  2.746  -2.382  -1.650  0.3965
H  3.053  -0.671  -2.005  0.5197
H  2.326  -1.834  -3.202  -0.0978
H  1.909  -1.936  0.867  0.3509
C  -6.088  -4.307  1.666  -2.0936
C  -5.629  -2.878  1.470  2.3888
C  -4.094  -2.818  1.460  -1.2561
C  -3.495  -3.161  0.014  -0.4932
C  -4.066  -2.170  -0.993  -1.0723
C  -5.599  -2.284  -1.064  2.0291
N  -6.170  -2.204  0.331  0.3982
O  -7.571  -2.182  0.358  -0.5002
C  -5.995  -1.020  -1.866  -1.7957
C  -6.074  -3.466  -1.925  -1.8148
C  -5.997  -2.108  2.705  -2.1513
H  -7.175  -4.314  1.743  0.5443
H  -5.762  -4.707  2.627  0.4204
H  -5.665  -4.925  0.874  0.3069
H  -3.653  -1.936  1.924  -0.0118
H  -3.656  -3.583  2.101  0.7223
H  -3.624  -4.211  -0.246  0.7147
H  -2.422  -2.983  0.088  0.0099
H  -3.714  -2.485  -1.975  0.5438
H  -3.765  -1.139  -0.806  -0.1334
H  -5.561  -1.132  -2.860  0.1092
H  -7.073  -1.006  -2.023  0.4792
H  -5.692  -0.151  -1.282  0.3852
H  -5.757  -4.397  -1.457  0.2699
H  -7.149  -3.585  -2.064  0.6128
H  -5.517  -3.520  -2.860  0.0979
H  -7.062  -2.096  2.934  0.5212
H  -5.737  -1.064  2.532  0.2519
H  -5.537  -2.425  3.641  0.1269
H  -7.778  -3.073  0.066  0.3887
C  3.897  4.568  3.612  -1.7121
C  2.493  4.813  4.251  1.7185
C  1.338  4.663  3.245  -0.8388
C  -0.036  4.727  3.853  -0.5368
C  -0.095  3.451  4.809  0.0570
C  0.984  3.441  5.929  1.5488
N  2.314  3.832  5.351  0.3780
O  3.304  3.949  6.246  -0.5276
C  0.705  4.400  7.224  -1.7271
C  1.163  2.048  6.391  -2.0232
C  2.568  6.358  4.750  -1.9714
H  4.004  4.646  2.530  0.1865
H  4.204  3.523  3.651  0.4381
H  4.686  5.240  3.949  0.4599
H  1.470  5.467  2.521  0.4842
H  1.411  3.790  2.597  0.0104
H  -0.802  4.675  3.079  -0.1470
H  -0.221  5.651  4.401  0.5740
H  -0.143  2.596  4.134  -0.1447
H  -1.124  3.505  5.165  0.1361
H  1.443  4.306  8.021  0.4128
H  0.644  5.450  6.940  0.3391
H  -0.218  4.104  7.721  0.4005
H  1.996  1.982  7.091  0.5131
H  0.349  1.636  6.988  0.2282
H  1.495  1.425  5.560  0.4236
H  1.579  6.811  4.819  0.3330
H  3.080  7.020  4.051  0.5156
H  3.150  6.517  5.658  0.3471
H  4.051  3.539  5.804  0.3852
C  -3.702  4.276  2.533  -1.3062
C  -4.878  3.443  2.967  3.3212
C  -4.787  3.240  4.552  -0.9935
C  -5.187  4.469  5.302  -0.7531
C  -6.572  4.869  4.863  -1.4616
C  -6.812  5.153  3.315  1.5120
N  -6.158  4.030  2.596  0.4231
O  -6.301  4.004  1.218  -0.4566
C  -8.286  5.127  3.077  -1.8595
C  -6.263  6.528  2.911  -1.7707
C  -4.794  2.007  2.417  -1.5691
H  -3.987  5.292  2.804  0.2735
H  -3.792  4.278  1.447  0.1295
H  -2.698  3.975  2.833  -0.3783
H  -5.351  2.363  4.872  0.5037
H  -3.746  3.093  4.839  -0.5097
H  -4.523  5.314  5.121  0.3695
H  -5.225  4.086  6.322  0.4856
H  -6.764  5.727  5.508  0.4973
H  -7.219  4.073  5.232  0.2778
H  -8.742  6.010  3.525  0.3808
H  -8.711  4.999  2.082  0.3301
H  -8.682  4.232  3.557  0.4344
H  -6.886  7.365  3.225  0.4866
H  -5.222  6.680  3.198  0.2922
H  -6.197  6.494  1.823  0.3405
H  -5.758  1.597  2.117  0.5226
H  -4.332  1.230  3.026  -0.0062
H  -4.398  1.999  1.401  -0.1550
H  -6.844  3.218  1.123  0.3590
C  9.115  -2.203  -6.051  -2.1256
C  8.588  -1.174  -5.098  1.8322
C  7.520  -0.385  -5.936  -1.1790
C  6.728  0.577  -5.124  -0.7299
C  6.122  -0.136  -3.860  -0.8478
C  7.161  -0.998  -3.088  2.1067
N  7.937  -1.884  -3.984  0.6336
O  8.753  -2.663  -3.282  -0.5025
C  7.926  -0.026  -2.214  -1.7001
C  6.303  -1.916  -2.226  -2.2940
C  9.739  -0.287  -4.673  -1.7255
H  8.385  -2.988  -6.248  0.3469
H  9.894  -2.749  -5.519  0.4559
H  9.510  -1.877  -7.013  0.3773
H  7.928  0.139  -6.800  0.4494
H  6.854  -1.174  -6.284  0.1523
H  5.909  0.954  -5.737  0.5773
H  7.253  1.492  -4.851  0.3199
H  5.330  -0.760  -4.273  0.1285
H  5.774  0.713  -3.272  0.0279
H  8.921  -0.463  -2.126  0.2846
H  8.035  0.942  -2.705  0.3083
H  7.561  0.109  -1.196  0.4083
H  6.811  -2.630  -1.578  0.5567
H  5.660  -1.333  -1.567  0.4025
H  5.770  -2.595  -2.890  0.2990
H  10.480  -0.824  -4.082  0.4134
H  9.501  0.601  -4.088  0.2517
H  10.403  -0.028  -5.497  0.4284
H  9.255  -2.059  -2.729  0.4071
C  5.726  4.796  -2.465  -1.8987
C  4.174  4.551  -2.372  2.1258
C  3.770  4.995  -0.979  -1.9220
C  2.247  5.223  -0.925  1.3777
C  1.829  6.321  -1.896  -1.4025
C  2.173  6.023  -3.412  1.2819
N  3.541  5.388  -3.475  0.4092
O  3.858  4.903  -4.737  -0.5356
C  1.097  5.087  -4.082  -1.4237
C  2.262  7.480  -4.144  -1.7556
C  3.993  3.022  -2.533  -1.5051
H  6.158  4.215  -1.651  0.3814
H  5.918  5.829  -2.175  0.4783
H  6.255  4.613  -3.400  0.2891
H  3.926  4.266  -0.183  0.4951
H  4.407  5.800  -0.612  0.2850
H  1.909  5.492  0.076  -0.2207
H  1.692  4.337  -1.233  -0.8641
H  2.480  7.147  -1.610  0.5442
H  0.866  6.811  -1.755  0.4136
H  1.087  4.057  -3.725  0.0804
H  0.141  5.604  -3.996  0.3935
H  1.205  5.040  -5.166  0.4846
H  2.962  8.159  -3.659  0.3948
H  2.392  7.473  -5.227  0.3838
H  1.271  7.917  -4.020  0.3757
H  4.436  2.580  -1.641  0.5659
H  4.412  2.608  -3.450  0.4291
H  2.928  2.799  -2.464  -0.1483
H  4.587  5.417  -5.092  0.3644
C  -1.364  -2.291  6.398  -2.6888
C  -2.549  -1.334  6.465  2.5653
C  -3.740  -2.040  5.871  -1.0779
C  -5.049  -1.225  6.117  0.8400
C  -5.276  -0.974  7.590  -2.1123
C  -4.056  -0.196  8.263  2.0053
N  -2.765  -0.848  7.897  0.1847
O  -1.640  -0.097  8.462  -0.4180
C  -4.202  1.262  7.801  -1.3983
C  -4.269  -0.201  9.802  -1.9059
C  -2.246  -0.164  5.513  -1.5307
H  -0.547  -1.825  6.948  0.5617
H  -0.894  -2.432  5.424  0.4796
H  -1.414  -3.319  6.759  0.4561
H  -3.617  -2.036  4.788  -0.2138
H  -3.837  -3.067  6.221  0.6467
H  -5.928  -1.762  5.761  0.6320
H  -4.852  -0.381  5.456  -0.5872
H  -5.348  -1.969  8.028  0.4695
H  -6.210  -0.525  7.929  0.3144
H  -3.258  1.644  7.411  0.0819
H  -4.908  1.340  6.974  0.3450
H  -4.427  1.976  8.592  0.3430
H  -5.179  0.322  10.096  0.4271
H  -4.074  -1.223  10.126  0.4233
H  -3.539  0.507  10.193  0.4492
H  -1.949  -0.580  4.550  0.4784
H  -1.294  0.295  5.779  0.0256
H  -2.918  0.687  5.411  0.0463
H  -1.286  -0.786  9.029  0.3516